(1)
Entry from OMol25: C9H18FN2O as an isolated structure in a non-equilibrium geometry (ωB97M-V/def2-TZVPD).

Positions of all 31 atoms, in Å:
C: 1.11 -0.37 0.44
C: 1.49 2.24 -0.22
C: -4.55 -0.20 -0.16
C: 3.42 -1.11 0.96
C: 2.13 -2.11 -0.97
C: -3.35 0.34 0.60
C: -2.14 0.44 -0.33
C: 0.32 0.68 -0.32
C: 2.40 -0.83 -0.15
N: 2.51 2.23 -0.86
N: -0.93 0.90 0.40
O: 0.62 -0.74 1.48
F: 0.87 3.09 0.57
H: -4.84 0.49 -0.96
H: -4.33 -1.16 -0.61
H: -5.40 -0.32 0.51
H: 4.36 -1.43 0.51
H: 3.06 -1.88 1.63
H: 3.61 -0.20 1.54
H: 3.07 -2.45 -1.39
H: 1.73 -2.89 -0.33
H: 1.43 -1.92 -1.78
H: -3.12 -0.33 1.43
H: -3.59 1.32 1.01
H: -1.93 -0.55 -0.74
H: -2.34 1.13 -1.15
H: 0.23 0.55 -1.39
H: 2.78 -0.06 -0.83
H: 3.18 3.00 -0.89
H: -1.05 1.86 0.73
H: -0.76 0.27 1.26

For the energy relative to the best compared isomer or geometry (same formula, charge and spin), the calculation gives 22.3 kcal/mol. As for the LUMO energy: -0.122 Ha. The value obtained for the HOMO energy is -14.4 eV. The spin multiplicity is 1. For the maximum force, the calculation gives 4.64 eV Å⁻¹. The charge is +1.

Atomic partial charges in e from the Mulliken method, atoms 1 to 6:
1. C 0.744
2. C 0.433
3. C -1.356
4. C -1.508
5. C -1.523
6. C -0.227



(2)
Entry from OMol25: a 8-piece molecular cluster, H16O8 overall (ωB97M-V/def2-TZVPD).

Positions of all 24 atoms, in Å:
O: -1.59 2.83 0.68
H: -1.02 2.10 0.34
H: -1.65 3.46 -0.04
O: 0.36 0.67 0.43
H: 0.73 0.34 -0.40
H: -0.39 0.07 0.59
O: -2.60 1.52 3.05
H: -2.18 0.75 3.44
H: -2.04 1.76 2.29
O: -2.22 -0.65 0.51
H: -3.04 -0.48 0.03
H: -2.43 -1.38 1.10
O: 1.23 -0.68 -3.39
H: 1.85 -0.59 -2.66
H: 1.72 -1.13 -4.08
O: 2.15 -1.13 -0.64
H: 3.04 -1.14 -0.26
H: 1.88 -2.05 -0.66
O: -0.90 -2.51 -1.81
H: -0.78 -2.73 -0.88
H: -0.26 -1.80 -1.99
O: 2.83 0.84 1.81
H: 1.94 0.73 1.42
H: 3.37 1.23 1.11

For the energy relative to the best compared isomer or geometry (same formula, charge and spin), the calculation gives 45.1 kcal/mol. As for the LUMO energy: -0.004 Ha. The value obtained for the HOMO energy is -10.6 eV. The spin multiplicity is 1. As for the SMILES: O.O.O.O.O.O.O.O. For the maximum force, the calculation gives 0.81 eV Å⁻¹.

Atomic partial charges in e from the Mulliken method, atoms 1 to 6:
1. O -0.692
2. H 0.387
3. H 0.301
4. O -0.831
5. H 0.363
6. H 0.319



(3)
Entry from OMol25: a 2-piece molecular cluster, C4H11N2O overall (ωB97M-V/def2-TZVPD).

Positions of all 18 atoms, in Å:
N: -1.98 -3.19 -0.03
C: -0.51 -0.23 1.98
C: -0.09 -0.02 0.62
N: -0.16 1.28 0.21
C: 0.39 1.65 -1.08
C: 1.92 1.69 -1.04
O: 0.26 -0.96 -0.07
H: -1.94 -3.48 -1.00
H: -1.14 -2.67 0.21
H: -2.10 -4.00 0.56
H: -0.47 -1.24 2.39
H: -0.85 0.59 2.62
H: -0.24 1.99 0.93
H: 0.06 0.90 -1.79
H: -0.03 2.61 -1.36
H: 2.32 0.72 -0.77
H: 2.28 2.44 -0.34
H: 2.28 1.93 -2.04

For the energy relative to the best compared isomer or geometry (same formula, charge and spin), the calculation gives 116.9 kcal/mol. As for the LUMO energy: -0.330 Ha. The value obtained for the HOMO energy is -13.0 eV. The spin multiplicity is 1. For the maximum force, the calculation gives 0.82 eV Å⁻¹. The charge is +1.

Atomic partial charges in e from the Mulliken method, atoms 1 to 6:
1. N -0.642
2. C -0.300
3. C 0.837
4. N -0.163
5. C -0.406
6. C -1.023



Which of these has the lowest energy relative to the best compared isomer or geometry (same formula, charge and spin)? C9H18FN2O